a) Below is an isolated ion of composition C10H14N3 and charge +1, with properties calculated with ωB97M-V/def2-TZVPD.

```
27
C10H14N3, DFT ωB97M-V/def2-TZVPD
C 0.654 2.402 -1.466
C -0.252 1.443 -0.656
C -0.618 1.731 0.633
C -1.634 1.027 1.335
C -2.275 -0.206 1.008
C -1.877 -1.121 0.046
N -0.638 -1.437 -0.431
C -0.261 -2.345 -1.532
N 0.477 -0.870 0.248
C 0.857 -1.080 1.522
C 2.094 -0.487 1.713
C 2.375 0.057 0.438
N 1.404 -0.159 -0.425
H 1.530 1.740 -1.569
H 0.810 3.308 -0.990
H 0.452 2.489 -2.551
H -0.662 0.568 -1.151
H -0.172 2.642 1.292
H -2.004 1.535 2.152
H -3.341 -0.348 1.293
H -2.735 -1.571 -0.477
H 0.702 -2.902 -1.135
H -0.969 -3.042 -1.868
H 0.123 -1.792 -2.414
H 0.172 -1.651 2.146
H 2.585 -0.579 2.582
H 3.202 0.649 0.257
```

The net charge is +1. The value obtained for the HOMO energy is -12.6 eV. Its frontier orbital gap is 7.5 eV.

b) Below is an isolated ion of composition C10H14N3 and charge +1, with properties calculated with ωB97M-V/def2-TZVPD.

```
27
C10H14N3, DFT ωB97M-V/def2-TZVPD
H -0.260 -2.495 2.906
N -0.144 -2.139 1.972
C -0.743 -1.142 1.560
N -1.729 -0.346 2.128
N -2.398 0.522 1.229
C -1.403 0.686 0.109
C -1.922 1.171 -1.208
C -0.624 -0.624 0.062
C 0.801 -0.440 -0.367
C 1.183 -0.620 -1.694
C 2.487 -0.326 -2.076
C 3.469 0.005 -1.127
C 3.043 0.439 0.152
C 1.711 0.306 0.447
H -2.005 -0.470 3.098
H -2.825 1.367 1.557
H -3.309 -0.091 1.027
H -0.646 1.397 0.290
H -1.210 1.316 -1.970
H -2.438 2.000 -1.135
H -2.436 0.380 -1.569
H -1.063 -1.227 -0.676
H 0.562 -0.976 -2.524
H 2.605 -0.424 -3.106
H 4.473 0.166 -1.224
H 3.618 0.938 0.777
H 1.205 0.629 1.362
```

The net charge is +1. The value obtained for the HOMO energy is -12.1 eV. Its frontier orbital gap is 8.4 eV.

Quick look at relative energies in kcal/mol: a) 31.6; b) 0.0.

a) Below is a 3-piece molecular cluster, C6H14O2 overall, with properties calculated with ωB97M-V/def2-TZVPD.

```
22
C6H14O2, DFT ωB97M-V/def2-TZVPD
C -1.397 -2.172 2.229
C -1.038 -0.992 1.767
C -1.977 0.053 1.235
C -1.442 0.815 0.046
C -1.396 0.331 -1.184
C -1.086 1.218 -2.380
H -0.627 -2.863 2.569
H -2.401 -2.529 2.369
H 0.026 -0.804 1.689
H -2.252 0.718 2.057
H -2.927 -0.336 0.908
H -1.097 1.833 0.092
H -1.551 -0.706 -1.478
H -1.364 0.696 -3.312
H -0.018 1.447 -2.502
H -1.674 2.143 -2.315
O 4.562 0.767 0.218
H 4.089 -0.058 0.070
H 3.888 1.447 0.007
O 1.813 -0.203 -1.171
H 1.925 -1.148 -1.314
H 2.230 0.233 -1.921
```

The value obtained for the HOMO energy is -9.1 eV. Its frontier orbital gap is 9.5 eV.

b) Below is a 3-piece molecular cluster, C6H14O2 overall, with properties calculated with ωB97M-V/def2-TZVPD.

```
22
C6H14O2, DFT ωB97M-V/def2-TZVPD
C 1.259 -0.676 -1.424
C 0.768 0.553 -1.306
C -0.684 0.758 -0.871
C -1.590 -0.200 -0.937
C -3.074 0.030 -0.497
C -3.294 1.167 0.503
H 2.235 -0.733 -1.879
H 0.712 -1.508 -0.991
H 1.308 1.434 -1.632
H -0.900 1.756 -0.526
H -1.219 -1.185 -1.197
H -3.527 0.315 -1.470
H -3.665 -0.828 -0.244
H -4.358 1.469 0.351
H -2.599 1.968 0.304
H -3.266 0.686 1.491
O 2.533 -2.120 1.154
H 1.925 -2.543 1.768
H 2.650 -2.834 0.519
O 3.094 0.858 2.224
H 3.222 1.134 1.302
H 2.262 0.996 2.649
```

The value obtained for the HOMO energy is -8.7 eV. Its frontier orbital gap is 9.4 eV.

Quick look at relative energies in kcal/mol: a) 0.0; b) 11.8.

a) Below is one molecule with the formula C6H12ClN, with properties calculated with ωB97M-V/def2-TZVPD.

```
20
C6H12ClN, DFT ωB97M-V/def2-TZVPD
C 0.415 -2.587 -1.002
C 1.114 -1.508 -0.345
C 0.421 -0.198 -0.114
N 1.125 1.174 0.223
C -0.146 1.519 1.020
C -1.082 2.476 0.315
C -0.567 -0.009 1.016
Cl -2.334 -0.237 0.473
H -0.561 -2.837 -0.507
H 0.520 -2.399 -2.264
H 1.167 -3.365 -0.972
H 1.788 -1.902 0.521
H 1.873 -1.065 -1.091
H -0.077 -0.062 -1.100
H 1.193 1.559 -0.783
H 0.087 1.866 2.074
H -0.668 3.545 -0.236
H -1.845 2.806 1.291
H -1.766 1.808 -0.562
H -0.656 -0.586 2.043
```

The value obtained for the HOMO energy is -9.4 eV. Its frontier orbital gap is 10.3 eV.

b) Below is a 2-piece molecular cluster, C6H12ClN overall, with properties calculated with ωB97M-V/def2-TZVPD.

```
20
C6H12ClN, DFT ωB97M-V/def2-TZVPD
C 1.454 -2.170 1.180
C 0.810 -0.986 1.285
C -2.505 0.022 0.400
C 1.669 0.864 -1.578
C -1.172 0.130 -0.302
C -0.331 1.359 -0.303
N 0.979 1.557 -0.504
Cl 1.142 0.035 2.593
H 2.358 -2.188 1.616
H 1.234 -2.847 0.402
H -2.431 0.231 1.555
H -3.239 0.758 0.150
H -2.797 -1.001 0.209
H 2.348 0.007 -1.336
H 0.884 0.258 -2.130
H 2.113 1.715 -2.260
H -0.765 -0.640 -0.999
H -0.048 -0.857 0.729
H -0.949 1.580 -1.217
H -0.753 2.173 0.510
```

The value obtained for the HOMO energy (alpha / beta) is -8.6 / -7.4 eV. Its frontier orbital gap (alpha / beta) is 9.1 / 7.2 eV.

Quick look at relative energies in kcal/mol: a) 0.0; b) 54.7.

a) Below is C5H11NOS as an isolated structure, with properties calculated with ωB97M-V/def2-TZVPD.

```
19
C5H11NOS, DFT ωB97M-V/def2-TZVPD
C -1.891 -1.228 0.020
C -0.189 0.219 -0.845
C 0.185 1.769 -0.607
C 0.752 -0.843 -0.348
C 1.573 -1.054 0.896
H -1.527 -1.999 1.212
H -3.147 -0.807 0.073
H -1.669 -1.881 -1.171
H -0.457 0.067 -2.043
H -0.775 2.204 -0.920
H 1.044 2.164 -1.271
H 1.059 1.611 1.250
H -0.467 1.959 1.351
H 0.621 -1.840 -0.936
H 1.606 -0.514 1.958
H 1.780 -2.137 1.214
N 0.374 2.258 0.776
O -1.431 0.211 -0.129
S 2.558 -0.159 -0.480
```

The value obtained for the HOMO energy is -8.9 eV. Its frontier orbital gap is 9.3 eV.

b) Below is a 2-piece molecular cluster, C5H11NOS overall, with properties calculated with ωB97M-V/def2-TZVPD.

```
19
C5H11NOS, DFT ωB97M-V/def2-TZVPD
C 1.526 -0.535 0.630
N 0.484 0.125 -0.180
C -0.887 0.015 0.306
C -1.775 1.138 -0.240
S -3.532 0.708 -0.036
C -1.370 -1.289 -0.347
O -0.999 -2.372 0.032
C 2.961 -0.189 0.172
H 1.409 -0.295 1.715
H 1.317 -1.606 0.519
H 0.695 1.127 -0.293
H -1.029 0.017 1.391
H -1.665 2.104 0.261
H -1.473 1.334 -1.271
H -3.570 1.246 -1.805
H -2.011 -1.263 -1.244
H 3.643 -0.891 0.667
H 3.184 0.777 0.622
H 3.092 -0.151 -0.901
```

The value obtained for the HOMO energy is -9.0 eV. Its frontier orbital gap is 8.2 eV.

Quick look at relative energies in kcal/mol: a) 77.2; b) 0.0.

a) Below is a 2-piece molecular cluster, C5H11NOS overall, with properties calculated with ωB97M-V/def2-TZVPD.

```
19
C5H11NOS, DFT ωB97M-V/def2-TZVPD
O -1.464 1.722 -0.417
C -1.682 0.484 -0.396
N -1.024 -0.251 0.651
C 0.340 0.286 0.874
C 0.887 0.434 -0.613
S 2.673 0.524 -0.487
C 1.339 -0.388 1.866
C -2.490 -0.374 -1.147
H -0.860 -1.173 0.199
H -0.024 1.233 1.079
H 0.520 1.339 -1.137
H 0.283 -0.480 -1.075
H 2.902 0.746 -1.782
H 1.727 -1.276 1.387
H 2.109 0.398 2.095
H 0.674 -0.664 2.662
H -2.833 -1.304 -0.615
H -3.041 0.061 -1.928
H -0.038 -1.318 -1.216
```

The value obtained for the HOMO energy is -7.6 eV. Its frontier orbital gap is 5.2 eV.

b) Below is one molecule with the formula C5H11NOS, with properties calculated with ωB97M-V/def2-TZVPD.

```
19
C5H11NOS, DFT ωB97M-V/def2-TZVPD
C -0.349 -0.625 -2.007
N -0.130 0.372 -0.985
C -0.572 1.726 -1.305
C -0.576 0.035 0.338
O -1.639 -0.494 0.536
C 0.432 0.377 1.397
C 1.235 -0.894 1.729
S 0.423 -2.053 2.827
H 0.310 -1.490 -1.867
H -1.360 -1.019 -1.988
H -0.027 -0.215 -2.961
H -1.375 1.755 -2.040
H 0.284 2.303 -1.687
H -0.797 2.302 -0.406
H 1.138 1.066 0.988
H 0.035 0.839 2.301
H 2.186 -0.580 2.135
H 1.549 -1.343 0.779
H -0.767 -2.062 2.217
```

The value obtained for the HOMO energy is -9.0 eV. Its frontier orbital gap is 9.8 eV.

Quick look at relative energies in kcal/mol: a) 149.9; b) 0.0.

a) Below is a 2-piece molecular cluster, CH3NO4 overall, with properties calculated with ωB97M-V/def2-TZVPD.

```
9
CH3NO4, DFT ωB97M-V/def2-TZVPD
C 1.688 -0.001 0.119
N -2.124 0.050 -0.035
O -2.282 0.417 1.104
O -2.922 -0.234 -0.862
O 0.821 0.543 0.867
O -0.812 -0.042 -0.382
H 2.437 -0.818 0.545
H 2.136 0.691 -0.687
H 1.058 -0.607 -0.670
```

The value obtained for the HOMO energy (alpha / beta) is -10.8 / -11.2 eV. Its frontier orbital gap (alpha / beta) is 8.6 / 7.9 eV.

b) Below is one molecule with the formula CH3NO4, with properties calculated with ωB97M-V/def2-TZVPD.

```
9
CH3NO4, DFT ωB97M-V/def2-TZVPD
O 2.609 1.058 0.476
N 2.007 0.126 0.076
O 2.440 -0.808 -0.541
C 0.402 0.164 0.206
O -0.009 -1.162 0.116
O -0.175 1.092 -0.575
H 0.165 0.612 1.167
H 0.151 -1.527 -0.763
H -0.001 1.173 -1.537
```

The value obtained for the HOMO energy is -11.0 eV. Its frontier orbital gap is 11.4 eV.

Quick look at relative energies in kcal/mol: a) 132.0; b) 0.0.